A structure of composition C16H34OP2Ru in a non-equilibrium geometry. Source: OMol25; level of theory: wB97M-V/def2-TZVPD.

The geometry in ORCA input format:
```
! wB97M-V def2-TZVPD RIJCOSX def2/J DEFGRID3
* xyz 2 5
H -2.5934 3.1313 0.3971
C 1.3153 5.0472 1.5810
H -1.5256 5.6265 0.7382
C 0.2393 4.2455 0.8102
P 0.2010 -0.5638 -1.2694
H 0.8664 5.5355 2.4569
H 0.5476 4.1762 -0.2496
H -0.7333 -2.9825 -4.0233
C -1.2244 0.5890 -1.3744
C 0.9457 -4.3622 -2.2502
C 1.4601 2.7439 2.2054
H 3.1212 3.8470 1.3823
H -1.4370 0.8232 -2.4253
C -1.7209 -4.7806 -1.7002
H -2.5128 -4.5772 -0.9717
H -1.2563 2.1428 2.8488
C 0.2867 2.8788 1.5361
H 1.8014 5.8122 0.9767
C 2.3050 3.9769 2.1119
H 0.6148 -5.0641 -3.0275
H 2.7450 4.2837 3.0657
O -0.6613 -0.7805 1.5160
H 1.9977 1.0009 -1.7833
H 0.6130 -3.6102 2.0009
H -1.2178 -5.7231 -1.4519
P -0.5065 -3.4286 -1.5989
C -0.8092 -2.3603 -3.1100
H -0.0472 -0.4032 -3.6798
H 1.3740 -4.9484 -1.4307
H 1.8070 1.8598 2.7334
H 1.3417 1.2092 -0.1239
C -1.0650 2.3602 1.7867
H -2.7957 3.7638 2.0515
H 2.4084 -0.1692 -0.4876
C -1.1684 4.6223 0.9531
H -2.0944 0.0838 -0.9303
C 0.2202 -1.2260 -3.0124
H -1.8696 -2.5792 -0.0448
H -1.8447 -1.9665 -3.0615
H -1.0190 1.5169 -0.8219
H 1.7166 -3.7082 -2.6646
C 1.6198 0.4791 -0.8948
C 0.8380 -3.5690 0.9334
H -2.1347 -4.8691 -2.7148
H 0.4013 0.0217 3.0655
H -1.2167 1.4184 1.2465
H 1.2418 -1.5632 -3.2393
H 1.8704 -3.2240 0.7726
C -0.1773 -0.8883 2.8378
H 0.4396 -1.7849 2.9932
Ru -0.3259 -2.1096 0.0422
C -2.0460 3.4955 1.2865
H -1.0597 -0.8772 3.5014
H 0.7237 -4.5723 0.5112
*
```

Computed properties:
Strongest force on any atom ... 0.1460 hartree/bohr
E_HOMO (alpha / beta) ... -12.964 / -15.146 eV
Kohn-Sham gap (alpha / beta) ... 4.157 / 6.340 eV
ΔE to the lowest compared entry with this formula, charge and spin ... 104.3 kJ/mol
⟨S²⟩ ... 6.01

Atomic partial charges in e from the Löwdin method, atoms 1 to 4: 0.169, -0.094, 0.164, -0.205

***

A structure of composition C6H6Br3N. Source: OMol25; level of theory: wB97M-V/def2-TZVPD.

The geometry in ORCA input format:
```
! wB97M-V def2-TZVPD RIJCOSX def2/J DEFGRID3
* xyz 0 1
Br 0.8437 -2.7407 -3.1022
C -0.6468 0.8264 -0.7869
H -0.8519 0.5060 -1.8026
C 0.2480 0.2653 1.2383
C -0.0892 1.4948 1.7895
H 0.2106 1.7064 2.8067
Br 2.7862 -2.8968 -0.6133
H 0.7091 -0.5091 1.8405
C -0.8072 2.3843 1.0046
Br -0.0300 -4.3517 -0.5188
C 0.9757 -2.8439 -1.1841
C -1.0509 2.0707 -0.3189
H 0.4734 -1.9547 -0.8154
N -0.0555 -0.0628 -0.0100
H -1.1313 3.3317 1.4167
H -1.5837 2.7743 -0.9440
*
```

Computed properties:
Strongest force on any atom ... 0.0145 hartree/bohr
E_HOMO ... -9.951 eV
Kohn-Sham gap ... 10.375 eV
ΔE to the lowest compared entry with this formula, charge and spin ... 0.0 kJ/mol

Atomic partial charges in e from the Löwdin method, atoms 1 to 4: 0.549, -0.136, 0.109, -0.135

***

A structure of composition C44H67Br2GeN4O5PbSi3Te. Source: OMol25; level of theory: wB97M-V/def2-TZVPD.

The geometry in ORCA input format:
```
! wB97M-V def2-TZVPD RIJCOSX def2/J DEFGRID3
* xyz 1 1
H -3.7720 5.1536 -4.5089
H 5.7377 2.6199 1.2940
C -5.0255 -1.2060 -1.4259
N -0.8965 -3.0137 -0.2430
H 4.6651 1.2852 0.8239
H 3.2073 4.9666 3.6666
N 1.0809 -7.8373 -1.4446
C -1.2705 3.4399 -5.9618
H -1.4437 -0.4841 -4.0534
H -1.7210 1.1637 4.5029
H 3.6621 2.2214 6.5145
H 0.0354 1.0231 -6.0160
H 4.5464 3.9458 4.2083
C -2.3066 4.3464 -5.8508
H -2.6880 -4.8312 -2.3922
Br -2.6504 -1.7719 2.6026
C -2.5231 -0.3784 -4.1605
C -3.2192 -0.3464 -2.8210
O 1.5195 0.9740 -0.7015
H 2.3100 -6.6168 1.7285
O 0.2779 -0.4311 3.4607
H -2.2924 1.8436 0.6496
C -6.1831 -2.1527 -1.2483
H 0.2798 4.3924 6.4374
Te -1.1018 1.6991 -1.8772
C 0.2965 1.6968 -5.1960
C -0.0841 -5.2838 -0.2450
H 1.7017 -1.7009 -2.5613
C 0.2085 -7.0514 -3.5540
H -4.0767 2.9943 -2.1098
H -1.4639 3.5873 2.8143
H 1.8177 4.4107 0.9434
C -2.9592 4.4427 -4.6239
C 4.0417 4.3465 3.3236
N 1.0246 -7.5691 -0.2341
Si 0.1426 2.8087 4.5550
H -2.7196 0.5437 -4.7120
H -0.0118 4.6232 2.8285
C 0.8682 -4.9590 -4.4998
C -3.5836 0.5525 -0.5668
C -2.5992 3.6608 -3.5388
H -0.7329 0.9483 5.9647
H 2.1528 -0.9232 1.8747
C 0.1035 -6.1094 -4.5675
C 2.6959 3.8096 0.6834
C -3.3855 3.8288 -2.2566
O 0.0436 2.0789 1.4080
H -2.5855 6.2746 -6.7540
C -1.5484 2.7289 -3.6923
H 0.6704 -1.3195 3.3677
H 4.8212 -0.6117 3.4558
H -1.2580 -6.6274 -1.4659
C -0.0554 -3.9660 0.2499
H 0.6483 1.7714 0.7030
H -2.3762 -2.4903 -1.5596
H 2.5496 -5.5525 -1.6274
Br 0.6674 -3.6303 -5.8339
H -6.5352 -2.1593 -0.2183
H 1.4832 3.1138 6.6423
H -1.2229 4.7857 4.0932
Ge 1.9786 1.6633 3.5257
O 0.8769 -2.3173 1.7336
C 1.8498 -5.6930 -2.4415
H 3.5823 -1.8260 3.7817
H 2.4107 -3.8861 -3.4586
H -1.8670 2.2949 5.8514
C 1.2125 0.1898 -1.6558
H -3.9726 4.7439 -2.2933
H 1.7783 4.4308 5.4983
H -3.9495 2.4144 0.4349
H 4.9706 1.9346 5.3584
H -2.8952 -1.2099 -4.7566
C -4.3056 -1.1844 -2.6201
O 2.4577 0.0070 1.8477
C -4.6584 -0.3245 -0.4227
H -5.8996 -3.1704 -1.5228
H 0.5860 1.0898 -4.3489
H -0.4725 -0.5298 4.0642
C 1.6407 -5.8694 1.3170
H 2.3104 -4.2997 2.6476
C 1.0310 -6.8182 -2.4642
H 1.1515 0.1144 6.5496
H 1.5570 -1.4810 5.9003
H -3.7745 5.0749 -7.2412
H 2.2684 0.2938 0.9215
Si 3.4733 2.9898 2.1685
C 1.7739 -4.7612 -3.4659
H 2.4177 3.0858 -0.0879
C -1.7572 -3.3032 -1.1889
C -2.8509 0.5115 -1.7635
H -0.3723 -7.9667 -3.5912
C 4.2449 1.4427 6.0133
H 0.0660 3.0409 1.3778
H 5.3074 1.3620 2.4653
H 3.4353 4.4923 0.2509
H -7.0160 -1.8636 -1.8934
C 4.9296 1.9661 1.6362
C 1.6499 -4.5593 1.8287
H 2.6287 -1.3093 -1.0764
C 1.0071 3.7697 5.9065
H 4.7497 4.9979 2.8014
C 1.9786 -0.5489 6.2866
C -0.7125 4.0577 3.4550
C 0.8542 -6.2261 0.2584
C -3.3301 1.5226 0.5663
C -1.1555 1.6892 5.2814
C 2.1851 -0.9117 -1.9901
H 4.8036 0.8987 6.7820
H -0.7400 3.3522 -6.9059
C -1.1075 -5.5964 -1.1704
C -1.9176 -4.6133 -1.6641
H -4.6008 -1.8510 -3.4260
N 0.1272 0.2310 -2.4178
H -2.7449 3.8957 -1.3721
H -5.2110 -0.3197 0.5116
Si 3.1513 0.2495 5.0735
H -2.1343 5.0061 -7.8992
H -0.5631 -6.2726 -5.4041
H 1.1597 2.2801 -5.5239
Pb -0.7690 -0.9454 0.9625
C -2.7188 5.2210 -7.0060
C 4.1958 -1.0439 4.2400
C 0.8475 -3.5768 1.3000
C -0.8607 2.6232 -4.9071
H -3.6135 1.0652 1.5150
H 4.8486 -1.5150 4.9816
H 2.9862 -0.4840 -2.5977
H 2.5195 -0.7835 7.2089
*
```

Computed properties:
Strongest force on any atom ... 0.0111 hartree/bohr
E_HOMO ... -9.973 eV
Kohn-Sham gap ... 7.462 eV
ΔE to the lowest compared entry with this formula, charge and spin ... 47.1 kJ/mol

Atomic partial charges in e from the Löwdin method, atoms 1 to 4: 0.126, 0.045, -0.247, -0.030

***

Repeat the first record exactly.
A structure of composition C16H34OP2Ru in a non-equilibrium geometry. Source: OMol25; level of theory: wB97M-V/def2-TZVPD.

The geometry in ORCA input format:
```
! wB97M-V def2-TZVPD RIJCOSX def2/J DEFGRID3
* xyz 2 5
H -2.5934 3.1313 0.3971
C 1.3153 5.0472 1.5810
H -1.5256 5.6265 0.7382
C 0.2393 4.2455 0.8102
P 0.2010 -0.5638 -1.2694
H 0.8664 5.5355 2.4569
H 0.5476 4.1762 -0.2496
H -0.7333 -2.9825 -4.0233
C -1.2244 0.5890 -1.3744
C 0.9457 -4.3622 -2.2502
C 1.4601 2.7439 2.2054
H 3.1212 3.8470 1.3823
H -1.4370 0.8232 -2.4253
C -1.7209 -4.7806 -1.7002
H -2.5128 -4.5772 -0.9717
H -1.2563 2.1428 2.8488
C 0.2867 2.8788 1.5361
H 1.8014 5.8122 0.9767
C 2.3050 3.9769 2.1119
H 0.6148 -5.0641 -3.0275
H 2.7450 4.2837 3.0657
O -0.6613 -0.7805 1.5160
H 1.9977 1.0009 -1.7833
H 0.6130 -3.6102 2.0009
H -1.2178 -5.7231 -1.4519
P -0.5065 -3.4286 -1.5989
C -0.8092 -2.3603 -3.1100
H -0.0472 -0.4032 -3.6798
H 1.3740 -4.9484 -1.4307
H 1.8070 1.8598 2.7334
H 1.3417 1.2092 -0.1239
C -1.0650 2.3602 1.7867
H -2.7957 3.7638 2.0515
H 2.4084 -0.1692 -0.4876
C -1.1684 4.6223 0.9531
H -2.0944 0.0838 -0.9303
C 0.2202 -1.2260 -3.0124
H -1.8696 -2.5792 -0.0448
H -1.8447 -1.9665 -3.0615
H -1.0190 1.5169 -0.8219
H 1.7166 -3.7082 -2.6646
C 1.6198 0.4791 -0.8948
C 0.8380 -3.5690 0.9334
H -2.1347 -4.8691 -2.7148
H 0.4013 0.0217 3.0655
H -1.2167 1.4184 1.2465
H 1.2418 -1.5632 -3.2393
H 1.8704 -3.2240 0.7726
C -0.1773 -0.8883 2.8378
H 0.4396 -1.7849 2.9932
Ru -0.3259 -2.1096 0.0422
C -2.0460 3.4955 1.2865
H -1.0597 -0.8772 3.5014
H 0.7237 -4.5723 0.5112
*
```

Computed properties:
Strongest force on any atom ... 0.1460 hartree/bohr
E_HOMO (alpha / beta) ... -12.964 / -15.146 eV
Kohn-Sham gap (alpha / beta) ... 4.157 / 6.340 eV
ΔE to the lowest compared entry with this formula, charge and spin ... 104.3 kJ/mol
⟨S²⟩ ... 6.01

Atomic partial charges in e from the Löwdin method, atoms 1 to 4: 0.169, -0.094, 0.164, -0.205

***

> Which of these has the lowest ΔE to the lowest compared entry with this formula, charge and spin?

C6H6Br3N

***

> Which of these has the highest ΔE to the lowest compared entry with this formula, charge and spin?

C16H34OP2Ru

***

> The lowest strongest force on any atom belongs to which entry?

C44H67Br2GeN4O5PbSi3Te